Entry 1:
Entry from the Open Molecules 2025 dataset: a structure of composition C15H37AsBaF6NO9P2 (ωB97M-V with the def2-TZVPD basis set).

HOMO energy, eV: -11.869
Energy, hartree: -4869.02511
Multiplicity: 1
Total charge: +1
HOMO-LUMO gap, eV: 7.76

Each line ends with the Mulliken charge.
Element x y z (Å)
H1 2.29150 -2.46588 -7.28036  0.346
H2 -0.62014 -0.69054 -7.05076  0.309
H3 2.00344 -0.79644 -7.18485  0.354
H4 0.10705 3.17230 -6.75617  0.296
C1 -1.19632 3.08634 -0.48555  -0.302
H5 -1.83751 0.96212 7.05548  0.307
H6 -2.28135 -1.14979 8.75030  0.248
C2 0.13775 3.72044 -4.61288  -0.111
C3 1.99606 -1.69973 -6.56040  -1.016
H7 3.49762 1.59235 -0.87621  0.382
F1 1.43108 -5.02310 -0.42325  -0.469
H8 -1.81430 3.93901 -0.21411  0.316
C4 0.66834 -2.05094 -4.59040  -0.156
O1 0.53031 -1.08142 4.90446  -0.371
C5 -0.47144 -1.72667 -6.73010  -0.931
F2 2.31302 -3.17313 -1.71565  -0.479
H9 -3.69734 -2.15103 8.56161  0.393
H10 2.83373 0.98397 -3.13602  0.282
H11 1.62298 -2.39741 -4.16970  0.465
F3 2.51600 -3.12531 0.81751  -0.481
H12 2.81164 -1.50183 -5.86809  0.350
H13 -0.03327 4.90672 -6.42549  0.404
C6 -0.27573 3.90720 -6.05465  -1.289
H14 1.52753 -0.08097 -2.62202  -0.250
O2 1.29220 2.01478 -2.36693  -0.279
H15 0.79029 0.99518 3.08914  0.354
C7 1.22401 -1.11902 3.68449  -0.710
F4 -0.11173 -3.35896 -1.48146  -0.584
H16 -1.68711 2.16850 -0.14842  0.191
H17 -0.65033 1.08720 4.89398  0.185
H18 -3.43259 1.18108 6.18731  0.308
C8 -1.71129 0.80599 4.92556  0.129
H19 2.17111 0.80097 -0.20950  -0.375
H20 1.22951 3.68857 -4.54108  0.246
H21 2.29290 -1.08827 3.92730  0.429
H22 0.76211 2.41901 -0.00615  -0.228
O3 -1.17152 -2.92263 4.17813  -0.711
O4 -0.88681 0.63553 -2.44791  -0.266
C9 -2.88334 -1.67496 8.01378  -0.850
P1 -0.24870 1.92595 -2.71799  0.608
H23 -2.02215 1.39683 4.05237  0.292
C10 2.10286 0.79777 -2.34225  0.479
N1 0.71698 -1.84537 -5.91465  0.124
C11 -2.35260 1.33916 6.17558  -1.392
F5 1.04880 -1.56280 -0.39712  -0.445
O5 -1.00290 3.08575 -1.90564  -0.368
H24 -0.36034 -2.35631 -7.61080  0.359
H25 1.21269 -2.04671 3.10207  0.365
C12 0.92680 -0.00010 2.66481  -0.718
H26 -3.30015 -1.07346 7.21246  0.144
H27 -2.31289 2.43318 6.21478  0.413
O6 -0.32725 -1.88834 -3.88430  -0.384
H28 -1.36845 3.94637 -6.11399  0.330
H29 1.78528 -0.04201 1.99899  0.233
H30 -1.55393 -3.41384 7.99062  0.337
As1 1.24657 -3.30023 -0.32658  2.011
O7 -0.27578 2.38766 -4.22117  -0.275
C13 -2.02673 -2.71873 7.29540  -0.347
H31 3.44729 -0.20781 -0.91712  0.373
H32 -0.21848 4.52803 -3.97685  0.319
C14 0.09779 3.21327 0.31588  -0.423
H33 -1.39886 -1.96438 -6.21546  0.246
H34 0.58279 4.13210 -0.01870  0.308
C15 2.87843 0.70825 -1.03827  -0.712
O8 -1.94157 -0.57412 4.72922  -0.268
H35 -2.55945 -3.34604 6.57598  0.296
Ba1 -2.15997 -1.92867 -1.91362  1.874
F6 0.06756 -3.43099 0.95325  -0.483
O9 -0.94289 -2.09061 6.59562  -0.320
H36 -0.02082 -0.27183 2.19457  0.262
H37 -0.10971 3.14482 1.37878  0.374
P2 -0.89826 -1.76607 5.03315  0.951


Entry 2:
Entry from the Open Molecules 2025 dataset: a structure of composition C15H38LiNO5 (ωB97M-V with the def2-TZVPD basis set).

HOMO energy, eV: -7.278
Energy, hartree: -1032.77875
Energy relative to the best compared isomer or geometry (same formula, charge and spin), kcal/mol: 2.5
Multiplicity: 1
Total charge: 0
HOMO-LUMO gap, eV: 7.73

Each line ends with the Mulliken charge.
Element x y z (Å)
H1 4.20860 0.55716 1.76773  0.302
C1 -1.17220 2.27749 -3.34948  -1.653
H2 2.18964 2.55343 0.78767  0.044
H3 4.27468 2.36450 1.87329  0.431
C2 0.46803 3.77731 -2.26416  -1.335
C3 -0.93780 -0.08346 3.85793  -0.633
H4 0.93617 -0.96695 -1.94289  0.124
H5 -2.47276 1.33401 0.35990  0.325
N1 -1.98940 -0.27525 1.59895  -0.013
H6 1.13543 -1.30559 4.93166  0.338
C4 -3.94486 -2.49135 -1.32279  -0.883
H7 0.89166 1.76752 -3.28281  0.327
C5 -2.89115 0.35787 0.62544  -0.778
C6 3.52040 1.65468 -0.62205  -1.304
H8 -1.65776 1.29978 -3.26980  0.325
H9 0.16529 3.94373 -1.23008  0.259
Li1 -0.00858 -0.22807 0.99487  0.844
H10 -1.47469 -0.90102 4.36803  0.410
H11 -0.71764 -2.87325 -1.25865  -0.109
H12 0.38713 -4.77912 -0.05399  0.373
H13 0.89385 1.30207 -1.11999  -0.163
C7 2.66591 1.56242 0.66372  0.612
H14 -4.96485 -2.12424 -1.47649  0.344
H15 1.67524 0.32084 4.52373  0.384
C8 1.30994 -0.62459 4.09356  -1.052
H16 -0.07519 4.38466 -2.98653  0.423
H17 4.00222 0.71418 -0.87819  0.219
H18 2.08960 -2.36348 -2.16780  0.386
H19 3.19243 1.35510 2.82279  0.210
H20 -3.62222 0.06018 -1.35231  0.464
H21 -3.47651 -2.24710 -2.28571  0.322
C9 0.84033 -4.27990 -0.91703  -1.528
C10 0.36147 -2.87178 -1.06130  0.778
C11 -2.93929 -0.44989 -0.66413  -0.048
H22 2.21905 -0.92588 3.56888  0.273
H23 -2.88458 0.69505 3.29230  0.434
O1 -3.32747 -1.77046 -0.26380  -0.380
H24 -3.84886 -3.55167 -1.11999  0.264
H25 -2.39113 -1.17785 1.83934  0.090
C12 1.05192 -2.02784 -2.14498  -0.980
H26 -3.87134 0.48917 1.09366  0.385
H27 1.33915 -2.18299 0.50316  0.226
H28 0.54561 -2.28218 -3.07794  0.365
H29 -0.87109 0.65958 4.66329  0.435
H30 0.52143 -4.94201 -1.72559  0.377
O2 1.81007 0.49037 0.48408  -0.821
O3 0.40837 -2.22430 0.22905  -0.337
H31 -1.91688 2.91198 -2.85554  0.375
C13 -1.90859 0.52382 2.82681  -0.748
H32 1.50899 4.11268 -2.23697  0.330
C14 0.16176 2.30603 -2.66282  0.845
H33 -1.14048 2.53888 -4.40929  0.406
H34 4.33518 2.38965 -0.49470  0.432
O4 0.00769 1.49922 -1.49303  -0.114
H35 1.91112 -4.32212 -0.69410  0.376
H36 3.03939 2.16151 -1.46767  0.261
O5 0.23264 -0.47062 3.22078  -0.081
H37 -1.44063 1.46438 2.51838  0.327
H38 -1.98196 -0.57632 -1.17850  -0.020
C15 3.62754 1.49003 1.82208  -1.466


Look up the energy of the first one. -4869.02511 hartree


HOMO energy of number 1 (C15H37AsBaF6NO9P2)? -11.869 eV


Which value of HOMO energy does entry 1 give? -11.869 eV


Which formula does entry 2 have? C15H38LiNO5